ORCA calculation (the ωB97M-V functional and the def2-TZVPD basis) on a cluster of 11 separate species, C68H168B3F12N6O12P2 in total at a distorted geometry.

Properties
LUMO energy = -8.65 eV
HOMO-LUMO gap = 0.3220 hartree
Highest occupied orbital energy = -0.63987 Eh
Molar mass = 1584.48 g mol⁻¹
E = -5877.61378 hartree

Geometry as ORCA input:
```
! RIJCOSX wB97M-V def2-TZVPD def2/J DEFGRID3
* xyz 5 1
C 0.294 8.587 2.259
C -1.210 8.906 2.294
C -1.860 8.105 3.399
C -1.868 6.555 3.229
P -2.758 5.772 4.602
C -4.491 6.259 4.703
C -5.088 6.577 3.311
C -6.614 6.901 3.331
C -7.043 7.486 1.990
C -2.639 4.013 4.368
C -3.132 3.515 2.978
C -2.431 2.182 2.580
C -1.051 2.457 2.061
C -2.057 6.202 6.156
C -0.558 6.077 6.263
C -0.050 6.510 7.634
C -0.348 7.973 7.885
H 0.667 8.970 1.347
H 0.364 7.510 2.322
H 0.828 9.059 3.057
H -1.692 8.579 1.368
H -1.315 9.974 2.423
H -2.894 8.377 3.535
H -1.350 8.385 4.333
H -0.823 6.145 3.223
H -2.274 6.236 2.248
H -4.640 7.128 5.343
H -5.070 5.462 5.250
H -4.927 5.798 2.562
H -4.527 7.436 2.916
H -6.909 7.603 4.129
H -7.137 5.951 3.473
H -6.642 6.746 1.268
H -6.476 8.447 1.866
H -8.103 7.565 1.874
H -3.151 3.543 5.219
H -1.612 3.759 4.582
H -2.915 4.241 2.201
H -4.210 3.442 2.922
H -3.099 1.729 1.834
H -2.424 1.495 3.425
H -1.070 3.162 1.183
H -0.502 1.577 1.682
H -0.383 2.946 2.809
H -2.636 5.673 6.935
H -2.365 7.218 6.258
H -0.209 6.667 5.408
H -0.164 5.105 6.011
H 1.024 6.374 7.675
H -0.548 6.056 8.537
H 0.379 8.386 8.607
H -1.357 8.176 8.285
H -0.232 8.567 6.974
C -5.182 -0.112 -4.768
C -3.825 0.126 -5.385
C -3.101 -1.266 -5.481
C -1.699 -1.200 -5.980
P -0.891 -2.672 -6.657
C 0.836 -2.187 -7.215
C 1.754 -3.237 -7.770
C 3.051 -2.614 -8.310
C 4.059 -3.651 -8.781
C -0.786 -3.706 -5.156
C -0.077 -3.032 -3.888
C 0.138 -3.993 -2.770
C 0.957 -5.203 -3.204
C -1.748 -3.565 -7.949
C -1.694 -2.931 -9.334
C -2.240 -1.571 -9.617
C -3.732 -1.518 -9.452
H -5.754 0.786 -4.661
H -5.092 -0.580 -3.788
H -5.762 -0.750 -5.465
H -3.181 0.866 -4.867
H -3.972 0.603 -6.343
H -3.647 -1.920 -6.129
H -3.150 -1.743 -4.485
H -1.114 -0.926 -5.140
H -1.662 -0.381 -6.709
H 1.234 -1.684 -6.281
H 0.681 -1.360 -7.912
H 1.256 -3.688 -8.622
H 1.947 -3.951 -6.930
H 3.522 -1.960 -7.562
H 2.765 -2.000 -9.179
H 3.696 -4.449 -9.430
H 4.512 -4.086 -7.903
H 4.832 -3.196 -9.442
H -0.374 -4.668 -5.445
H -1.823 -3.912 -4.898
H -0.794 -2.216 -3.636
H 0.872 -2.515 -4.182
H -0.826 -4.325 -2.428
H 0.620 -3.430 -1.961
H 1.205 -5.770 -2.310
H 1.870 -5.021 -3.730
H 0.323 -5.836 -3.824
H -2.813 -3.629 -7.682
H -1.404 -4.598 -7.975
H -2.296 -3.632 -9.942
H -0.686 -3.125 -9.678
H -1.916 -1.254 -10.586
H -1.733 -0.904 -8.899
H -4.235 -2.274 -10.015
H -4.267 -0.633 -9.751
H -3.945 -1.619 -8.398
C -0.191 -5.945 1.564
O 1.014 -6.647 1.447
C 1.212 -7.492 2.563
C 2.676 -7.871 2.509
N 3.428 -6.871 1.663
H 4.155 -7.268 0.993
H 2.690 -6.414 1.097
C 4.159 -5.807 2.380
C 5.654 -6.131 2.492
O 6.277 -6.123 1.223
C 7.620 -6.551 1.207
H -0.085 -5.040 0.937
H -0.424 -5.617 2.569
H -1.024 -6.598 1.226
H 0.638 -8.445 2.454
H 0.917 -7.017 3.490
H 2.783 -8.843 2.026
H 3.142 -7.963 3.495
H 3.710 -5.716 3.356
H 4.036 -4.977 1.694
H 5.741 -7.126 2.939
H 6.187 -5.411 3.077
H 7.728 -7.405 1.885
H 8.342 -5.766 1.449
H 7.881 -6.917 0.197
C 2.625 1.116 4.650
O 3.201 -0.166 4.541
C 4.196 -0.441 5.459
C 5.616 -0.097 4.941
N 5.845 -0.585 3.541
H 6.727 -0.286 3.206
H 5.982 -1.612 3.451
C 4.972 -0.234 2.442
C 5.510 -0.761 1.081
O 5.822 -2.082 1.307
C 6.265 -2.692 0.051
H 3.069 1.676 5.461
H 1.570 1.025 4.901
H 2.686 1.647 3.697
H 4.163 -1.524 5.607
H 3.962 0.033 6.408
H 6.396 -0.405 5.645
H 5.833 0.967 4.797
H 4.714 0.815 2.350
H 4.004 -0.724 2.586
H 6.466 -0.255 0.655
H 4.732 -0.591 0.341
H 7.275 -2.430 -0.319
H 5.485 -2.509 -0.725
H 6.259 -3.726 0.237
C 2.655 8.681 -2.848
O 1.991 7.441 -2.550
C 1.373 7.530 -1.331
C 1.336 6.161 -0.613
N 0.800 5.000 -1.448
H -0.228 5.066 -1.387
H 1.069 5.050 -2.467
C 1.153 3.641 -0.906
C 0.486 2.483 -1.669
O 1.195 2.023 -2.793
C 0.827 0.720 -3.093
H 1.932 9.494 -2.742
H 2.976 8.733 -3.902
H 3.464 8.894 -2.166
H 0.378 7.945 -1.512
H 1.883 8.245 -0.637
H 0.760 6.282 0.317
H 2.353 5.935 -0.291
H 0.838 3.589 0.143
H 2.226 3.674 -1.009
H -0.543 2.718 -1.952
H 0.325 1.626 -0.979
H 0.915 -0.056 -2.328
H 1.503 0.381 -3.880
H -0.224 0.683 -3.454
C 2.850 -5.615 5.736
O 2.227 -5.065 4.551
C 2.198 -3.656 4.468
C 0.818 -3.203 4.052
N -0.198 -3.560 5.080
H -0.173 -4.599 5.209
H -0.024 -3.058 5.965
C -1.600 -3.257 4.684
C -2.475 -4.448 5.096
O -1.745 -5.536 4.609
C -2.343 -6.809 4.803
H 2.380 -6.589 5.708
H 2.447 -5.136 6.623
H 3.934 -5.655 5.700
H 2.931 -3.283 3.778
H 2.533 -3.207 5.413
H 0.453 -3.613 3.120
H 0.820 -2.106 3.938
H -1.568 -3.192 3.588
H -1.966 -2.306 5.107
H -3.481 -4.375 4.651
H -2.555 -4.577 6.187
H -2.851 -6.846 5.797
H -1.544 -7.549 4.740
H -3.116 -7.074 4.050
C 0.403 5.545 -5.156
O 1.356 5.079 -4.109
C 2.737 5.139 -4.361
C 3.290 4.287 -5.494
N 3.387 2.893 -4.952
H 2.737 2.814 -4.166
H 3.252 2.192 -5.664
C 4.676 2.573 -4.307
C 4.535 1.272 -3.585
O 4.054 0.391 -4.619
C 4.240 -0.995 -4.145
H 0.428 4.896 -6.027
H 0.618 6.578 -5.426
H -0.592 5.468 -4.695
H 3.364 5.007 -3.473
H 2.934 6.231 -4.566
H 4.293 4.595 -5.788
H 2.607 4.410 -6.342
H 4.758 3.376 -3.603
H 5.454 2.656 -5.038
H 3.874 1.274 -2.686
H 5.528 0.902 -3.242
H 5.157 -1.487 -4.470
H 3.458 -1.577 -4.655
H 4.088 -1.039 -3.065
C -4.938 -0.345 -1.325
O -4.222 -1.565 -1.640
C -3.133 -1.913 -0.770
C -3.265 -3.342 -0.320
N -4.652 -3.478 0.119
H -4.752 -2.739 0.839
H -5.351 -3.237 -0.553
C -5.045 -4.801 0.623
C -6.533 -4.705 0.887
O -7.040 -3.835 -0.105
C -8.459 -3.761 -0.070
H -5.868 -0.296 -1.938
H -4.235 0.478 -1.542
H -5.258 -0.319 -0.276
H -3.026 -1.237 0.070
H -2.217 -1.843 -1.348
H -2.623 -3.510 0.536
H -3.063 -4.044 -1.140
H -4.527 -5.026 1.581
H -4.855 -5.575 -0.109
H -6.723 -4.179 1.841
H -7.079 -5.675 0.956
H -8.829 -3.064 -0.832
H -8.801 -3.354 0.917
H -8.862 -4.795 -0.218
B 0.245 -1.136 6.865
F -0.744 -1.988 7.332
F 1.312 -1.972 6.805
F -0.077 -0.652 5.622
F 0.600 -0.212 7.821
B -4.290 -1.349 2.867
F -3.078 -1.614 2.295
F -5.260 -1.636 1.874
F -4.422 -2.229 3.954
F -4.404 -0.036 3.265
B 1.661 -1.359 0.227
F 2.139 -2.437 0.930
F 0.425 -1.607 -0.295
F 1.592 -0.235 1.019
F 2.578 -1.128 -0.757
*
```

***

ORCA calculation (the ωB97M-V functional and the def2-TZVPD basis) on a structure of composition C42H69AsBrKO4SSi2 at a distorted geometry.

Properties
LUMO energy = 0.21 eV
HOMO-LUMO gap = 0.2614 hartree
Highest occupied orbital energy = -0.25369 Eh
ΔE to the lowest compared entry with this formula, charge and spin = 0.0 kcal per mole
Molar mass = 920.17 g mol⁻¹
E = -8329.93599 hartree

Geometry as ORCA input:
```
! RIJCOSX wB97M-V def2-TZVPD def2/J DEFGRID3
* xyz 0 1
K 0.114 -0.566 0.198
C -0.843 -0.574 3.513
C 0.532 0.096 3.523
C 0.359 1.610 3.528
C 1.328 -0.372 4.730
O 1.178 -0.285 2.301
Si 2.806 -0.229 1.843
S 2.981 -0.505 -0.160
O 3.310 1.207 2.505
C 4.635 1.695 2.746
C 5.058 1.259 4.140
C 4.524 3.210 2.671
C 5.611 1.182 1.699
O 3.606 -1.315 2.813
C 3.807 -2.723 2.687
C 2.539 -3.397 2.178
C 4.971 -2.963 1.736
C 4.147 -3.221 4.084
H -1.348 -0.332 4.451
H -0.755 -1.657 3.426
H -1.469 -0.195 2.702
H -0.214 1.921 4.405
H -0.193 1.925 2.638
H 1.322 2.117 3.525
H 0.815 -0.071 5.647
H 2.329 0.053 4.738
H 1.427 -1.458 4.735
H 4.355 1.636 4.886
H 6.048 1.657 4.379
H 5.090 0.174 4.215
H 3.793 3.569 3.397
H 4.202 3.520 1.677
H 5.483 3.687 2.887
H 5.702 0.097 1.738
H 6.600 1.611 1.880
H 5.286 1.449 0.694
H 2.286 -3.052 1.175
H 1.702 -3.181 2.846
H 2.673 -4.482 2.141
H 4.744 -2.575 0.744
H 5.198 -4.030 1.663
H 5.859 -2.453 2.112
H 3.324 -3.025 4.773
H 5.033 -2.710 4.462
H 4.346 -4.295 4.076
O -0.739 -2.358 -0.769
As -1.340 -3.830 -1.292
C -0.899 -4.157 -3.117
C -1.818 -4.695 -4.008
C -1.440 -4.922 -5.327
C -0.157 -4.606 -5.743
C 0.756 -4.059 -4.849
C 0.389 -3.831 -3.533
C -0.582 -5.259 -0.280
C -0.411 -5.077 1.089
C 0.157 -6.090 1.846
C 0.556 -7.273 1.238
C 0.392 -7.448 -0.127
C -0.177 -6.437 -0.892
C -3.237 -3.992 -1.145
C -3.800 -5.155 -0.635
C -5.182 -5.270 -0.546
C -5.990 -4.225 -0.963
C -5.424 -3.061 -1.467
C -4.046 -2.939 -1.559
H -2.823 -4.938 -3.686
H -2.152 -5.342 -6.025
H 0.135 -4.780 -6.770
H 1.754 -3.801 -5.178
H 1.100 -3.384 -2.846
H -0.693 -4.147 1.568
H 0.304 -5.946 2.908
H 1.006 -8.058 1.832
H 0.713 -8.366 -0.602
H -0.293 -6.570 -1.961
H -3.169 -5.971 -0.303
H -5.621 -6.175 -0.148
H -7.066 -4.312 -0.890
H -6.057 -2.244 -1.786
H -3.615 -2.021 -1.944
C 0.539 5.544 -0.567
C -0.975 5.342 -0.390
C -1.652 6.711 -0.577
C -1.168 4.917 1.076
Si -1.655 4.061 -1.627
Br -0.947 2.083 -0.844
C -0.877 4.174 -3.373
C -1.624 3.284 -4.378
C -0.921 5.617 -3.909
C 0.590 3.710 -3.416
C -3.560 3.949 -1.634
C -4.136 4.122 -0.220
C -4.178 5.041 -2.526
C -4.075 2.587 -2.130
H 0.885 6.216 0.224
H 0.806 6.003 -1.517
H 1.099 4.612 -0.468
H -1.162 7.428 0.090
H -2.709 6.702 -0.312
H -1.565 7.105 -1.590
H -0.783 5.721 1.710
H -0.603 4.016 1.313
H -2.204 4.749 1.359
H -2.644 3.612 -4.575
H -1.655 2.239 -4.064
H -1.085 3.321 -5.329
H -1.923 6.044 -3.937
H -0.544 5.611 -4.937
H -0.285 6.295 -3.341
H 0.701 2.661 -3.147
H 1.255 4.285 -2.779
H 0.942 3.826 -4.445
H -3.976 5.115 0.196
H -3.736 3.392 0.485
H -5.218 3.965 -0.274
H -3.876 6.051 -2.250
H -5.266 4.990 -2.423
H -3.950 4.902 -3.582
H -3.761 1.776 -1.473
H -3.766 2.335 -3.140
H -5.169 2.617 -2.120
*
```

***

ORCA calculation (the ωB97M-V functional and the def2-TZVPD basis) on a structure of composition C13H12B2F4O2Rh.

Properties
LUMO energy (spin up / spin down) = -2.93 / -6.95 eV
HOMO-LUMO gap (spin up / spin down) = 0.3227 / 0.2491 hartree
Highest occupied orbital energy (spin up / spin down) = -0.43022 / -0.50463 Eh
ΔE to the lowest compared entry with this formula, charge and spin = 0.0 kcal per mole
Molar mass = 400.76 g mol⁻¹
E = -1212.72143 hartree
<S²> = 6.02

Geometry as ORCA input:
```
! RIJCOSX wB97M-V def2-TZVPD def2/J DEFGRID3
* xyz 1 5
Rh 0.040 -0.094 -0.231
C 2.294 -2.842 -1.676
C 2.212 -1.698 -0.711
C 2.477 -0.378 -1.132
C 2.438 0.691 -0.233
C 2.048 0.477 1.096
C 1.741 -0.827 1.517
C 1.854 -1.903 0.625
H 1.328 -3.006 -2.157
H 2.573 -3.762 -1.165
H 3.025 -2.644 -2.457
H 2.755 -0.196 -2.162
H 2.661 1.693 -0.574
H 1.980 1.306 1.786
H 1.437 -1.001 2.540
H 1.636 -2.904 0.972
F -1.193 1.478 1.088
B -1.500 2.193 -0.133
F -0.287 1.982 -0.939
F -1.713 3.504 0.091
F -2.551 1.513 -0.736
O -2.623 -1.164 1.108
B -1.768 -1.167 -0.045
O -2.596 -1.602 -1.141
C -3.839 -1.666 -0.708
C -5.002 -1.938 -1.422
C -6.156 -1.922 -0.681
C -6.171 -1.649 0.732
C -5.033 -1.385 1.446
C -3.853 -1.393 0.704
H -4.983 -2.134 -2.483
H -7.104 -2.115 -1.164
H -7.129 -1.653 1.232
H -5.033 -1.170 2.504
*
```

***

ORCA calculation (the ωB97M-V functional and the def2-TZVPD basis) on the molecule C3H6BrClOS at a distorted geometry.

Properties
LUMO energy = 0.56 eV
HOMO-LUMO gap = 0.3680 hartree
Highest occupied orbital energy = -0.34732 Eh
ΔE to the lowest compared entry with this formula, charge and spin = 17.6 kcal per mole
Molar mass = 205.50 g mol⁻¹
E = -3625.47976 hartree

Geometry as ORCA input:
```
! RIJCOSX wB97M-V def2-TZVPD def2/J DEFGRID3
* xyz 0 1
C -0.811 -1.012 -1.128
O 0.123 -0.259 -0.511
C -0.465 0.539 0.583
Br -0.758 -0.722 2.051
S 0.497 1.874 1.024
C 2.186 1.091 1.234
Cl 3.184 1.617 -0.148
H -0.260 -1.727 -1.838
H -1.603 -0.432 -1.771
H -1.509 -1.612 -0.396
H -1.514 0.799 0.366
H 2.110 0.042 0.938
H 2.825 1.453 2.073
*
```